Entry from OMol25: 2 unconnected molecules or ions with the total composition C3H3BrF2O at a distorted geometry (ωB97M-V with the def2-TZVPD basis set).

Last column: natural (NBO) charge in e.
Cartesian coordinates (Å):
C1 -0.66 -0.59 -0.69  0.642
C2 -1.25 0.32 0.22  -0.574
C3 1.79 -0.25 0.10  0.499
O1 -0.68 -1.36 -1.58  -0.412
F1 1.54 0.37 1.26  -0.346
F2 1.97 0.71 -0.93  -0.371
Br1 -3.47 0.47 0.01  -0.171
H1 -0.91 1.39 0.27  0.303
H2 -1.06 -0.06 1.20  0.274
H3 2.72 -0.99 0.15  0.154

The net charge is 0. Its energy above the lowest of the compared OMol25 structures with the same formula, charge and spin is 90.1 kcal per mole. The value obtained for the LUMO energy (spin up / spin down) is -1.35 / -1.07 eV. The value obtained for the gap between HOMO and LUMO (spin up / spin down) is 8.3 / 7.2 eV. The HOMO energy (spin up / spin down) is -9.68 / -8.24 eV. The electronic energy is -80680.2545 eV. As for the spin multiplicity: 1.

Entry from OMol25: 2 unconnected molecules or ions with the total composition C3H3BrO at a distorted geometry (ωB97M-V with the def2-TZVPD basis set).

Last column: natural (NBO) charge in e.
Cartesian coordinates (Å):
C1 0.89 -1.87 0.35  -0.065
C2 0.47 -0.78 0.11  -0.131
C3 0.01 0.53 -0.31  0.280
O1 0.25 1.46 0.62  -0.573
Br1 -3.05 0.16 -0.23  -0.499
H1 1.41 -2.67 0.76  0.239
H2 -0.16 0.91 -1.39  0.250
H3 0.17 2.26 0.09  0.498

The net charge is 0. Its energy above the lowest of the compared OMol25 structures with the same formula, charge and spin is 75.5 kcal per mole. The value obtained for the LUMO energy (spin up / spin down) is -1.63 / -2.46 eV. The value obtained for the gap between HOMO and LUMO (spin up / spin down) is 7.5 / 6.0 eV. The HOMO energy (spin up / spin down) is -9.09 / -8.44 eV. The electronic energy is -75245.2570 eV. As for the spin multiplicity: 1.

Entry from OMol25: 2 unconnected molecules or ions with the total composition C3H3BrO2 at a distorted geometry (ωB97M-V with the def2-TZVPD basis set).

Last column: natural (NBO) charge in e.
Cartesian coordinates (Å):
O1 -1.18 -1.39 -1.14  -0.558
C1 -1.27 -0.94 -0.05  0.707
O2 -0.73 -1.35 1.03  -0.652
Br1 -2.30 0.58 0.30  -0.002
H1 -0.28 -2.21 0.85  0.507
C2 1.89 0.89 -0.34  -0.255
C3 1.21 1.79 0.00  -0.221
H2 2.15 0.06 -0.93  0.233
H3 0.51 2.57 0.27  0.241

The net charge is 0. Its energy above the lowest of the compared OMol25 structures with the same formula, charge and spin is 36.2 kcal per mole. The value obtained for the LUMO energy is 0.39 eV. The value obtained for the gap between HOMO and LUMO is 11.1 eV. The HOMO energy is -10.72 eV. The electronic energy is -77294.6956 eV. As for the spin multiplicity: 1.

Entry from OMol25: a molecular structure, C3H3CaO2 at a distorted geometry (ωB97M-V with the def2-TZVPD basis set).

Last column: natural (NBO) charge in e.
Cartesian coordinates (Å):
C1 1.92 -0.03 0.23  -0.485
C2 1.40 -0.71 1.42  0.038
H1 1.62 -1.77 1.57  0.209
H2 2.91 0.07 -0.20  0.257
H3 1.28 -0.13 2.34  0.207
O1 -0.01 0.68 -1.24  -0.876
C3 0.67 0.05 -0.36  0.580
O2 -0.09 -0.52 0.66  -0.782
Ca1 -1.83 0.02 -0.49  1.851

The net charge is +1. Its energy above the lowest of the compared OMol25 structures with the same formula, charge and spin is 1.8 kcal per mole. The value obtained for the LUMO energy is -5.44 eV. The value obtained for the gap between HOMO and LUMO is 6.3 eV. The HOMO energy is -11.71 eV. The electronic energy is -25685.5391 eV. As for the spin multiplicity: 1.

Entry from OMol25: a single C3H3Cl2F3 molecule at a distorted geometry (ωB97M-V with the def2-TZVPD basis set).

Last column: natural (NBO) charge in e.
Cartesian coordinates (Å):
C1 -0.53 -0.18 1.18  -0.631
C2 0.71 0.06 0.19  -0.117
Cl1 1.68 1.44 0.64  0.060
Cl2 1.79 -1.42 0.20  -0.012
C3 -0.07 0.16 -1.24  0.954
F1 0.78 0.43 -2.27  -0.312
F2 -0.87 -0.96 -1.47  -0.327
F3 -0.97 1.18 -1.24  -0.321
H1 -0.30 0.11 2.17  0.233
H2 -0.91 -1.21 0.98  0.243
H3 -1.33 0.40 0.85  0.230

The net charge is 0. Its energy above the lowest of the compared OMol25 structures with the same formula, charge and spin is 18.2 kcal per mole. The value obtained for the LUMO energy is 0.69 eV. The value obtained for the gap between HOMO and LUMO is 12.1 eV. The HOMO energy is -11.40 eV. The electronic energy is -36356.8969 eV. As for the spin multiplicity: 1.

Entry from OMol25: a single C3H3Cl2FO molecule at a distorted geometry (ωB97M-V with the def2-TZVPD basis set).

Last column: natural (NBO) charge in e.
Cartesian coordinates (Å):
F1 2.52 0.10 -0.72  -0.317
C1 1.60 -0.02 0.21  0.459
O1 0.83 -1.22 0.08  -0.491
C2 -0.07 -0.25 -0.47  -0.019
C3 -1.26 0.14 0.29  -0.235
Cl1 -2.69 -1.08 -0.08  -0.098
Cl2 -1.78 1.73 -0.12  0.039
H1 1.72 0.68 1.12  0.198
H2 0.10 -0.20 -1.64  0.228
H3 -0.98 0.11 1.33  0.236

The net charge is 0. Its energy above the lowest of the compared OMol25 structures with the same formula, charge and spin is 49.2 kcal per mole. The value obtained for the LUMO energy is 0.44 eV. The value obtained for the gap between HOMO and LUMO is 10.1 eV. The HOMO energy is -9.62 eV. The electronic energy is -32966.4385 eV. As for the spin multiplicity: 1.

Entry from OMol25: 2 unconnected molecules or ions with the total composition C3H3Cl2N3O at a distorted geometry (ωB97M-V with the def2-TZVPD basis set).

Last column: natural (NBO) charge in e.
Cartesian coordinates (Å):
O1 2.34 0.15 2.23  -0.456
C1 1.25 -0.01 1.92  0.894
N1 0.07 0.17 1.77  -0.591
C2 -1.14 -0.26 1.18  0.259
N2 -1.29 -1.33 0.57  -0.452
Cl1 -2.63 -1.70 -0.37  0.170
H1 -1.95 0.52 1.41  0.182
H2 -0.17 1.66 -2.65  0.360
N3 0.40 0.86 -2.62  -0.610
C3 0.79 0.41 -1.50  0.091
Cl2 1.67 -1.10 -1.57  -0.032
H3 0.66 0.63 -0.38  0.185

The net charge is 0. Its energy above the lowest of the compared OMol25 structures with the same formula, charge and spin is 0.0 kcal per mole. The value obtained for the LUMO energy is 0.22 eV. The value obtained for the gap between HOMO and LUMO is 10.6 eV. The HOMO energy is -10.40 eV. The electronic energy is -34719.5150 eV. As for the spin multiplicity: 1.

Entry from OMol25: a molecular structure, C3H3Cl2NO4S2 at a distorted geometry (ωB97M-V with the def2-TZVPD basis set).

Last column: natural (NBO) charge in e.
Cartesian coordinates (Å):
C1 -1.43 0.32 -1.95  0.219
C2 0.13 0.02 0.03  -0.610
C3 -1.21 0.25 -0.58  -0.553
N1 -1.65 0.28 -3.08  -0.286
O1 -2.34 0.96 1.69  -0.856
O2 -3.78 0.53 -0.28  -0.863
O3 -2.97 -1.62 0.60  -0.875
O4 -4.93 -0.52 1.64  -0.853
S1 -2.35 1.11 0.28  1.961
S2 -4.14 -0.83 0.52  2.279
Cl1 -2.88 3.04 -0.15  -0.153
Cl2 -5.32 -1.61 -0.84  -0.119
H1 0.09 0.30 1.08  0.243
H2 0.93 0.56 -0.47  0.225
H3 0.35 -1.05 -0.02  0.242

The net charge is 0. Its energy above the lowest of the compared OMol25 structures with the same formula, charge and spin is 14.7 kcal per mole. The value obtained for the LUMO energy (spin up / spin down) is -1.20 / -1.20 eV. The value obtained for the gap between HOMO and LUMO (spin up / spin down) is 8.2 / 8.2 eV. The HOMO energy (spin up / spin down) is -9.44 / -9.44 eV. The electronic energy is -59550.9258 eV. As for the spin multiplicity: 1.

Entry from OMol25: a single C3H3Cl3 molecule (ωB97M-V with the def2-TZVPD basis set).

Last column: natural (NBO) charge in e.
Cartesian coordinates (Å):
C1 -0.07 -1.18 -2.22  -0.342
C2 0.61 -0.79 -1.16  -0.262
C3 0.09 -0.01 0.02  -0.117
Cl1 0.34 -0.98 1.50  0.019
Cl2 -1.64 0.39 -0.11  0.024
Cl3 1.02 1.51 0.17  0.020
H1 0.42 -1.75 -3.00  0.214
H2 -1.13 -0.95 -2.35  0.215
H3 1.67 -1.01 -1.05  0.229

The net charge is 0. Its energy above the lowest of the compared OMol25 structures with the same formula, charge and spin is 2.6 kcal per mole. The value obtained for the LUMO energy is 0.68 eV. The value obtained for the gap between HOMO and LUMO is 11.2 eV. The HOMO energy is -10.57 eV. The electronic energy is -40726.1961 eV. As for the spin multiplicity: 1.

Entry from OMol25: 2 unconnected molecules or ions with the total composition C3H3Cl3 at a distorted geometry (ωB97M-V with the def2-TZVPD basis set).

Last column: natural (NBO) charge in e.
Cartesian coordinates (Å):
C1 -1.10 1.39 -0.47  -0.149
C2 -0.16 0.67 -0.42  -0.077
C3 0.98 -0.22 -0.40  -0.268
Cl1 2.26 0.69 0.52  -0.024
Cl2 1.45 -0.45 -2.09  0.043
H1 -2.02 1.89 -0.59  0.240
H2 0.84 -1.08 0.29  0.238
Cl3 -1.56 -1.30 2.08  -0.258
H3 -0.70 -1.58 1.09  0.256

The net charge is 0. Its energy above the lowest of the compared OMol25 structures with the same formula, charge and spin is 42.7 kcal per mole. The value obtained for the LUMO energy is 0.41 eV. The value obtained for the gap between HOMO and LUMO is 11.1 eV. The HOMO energy is -10.71 eV. The electronic energy is -40724.4579 eV. As for the spin multiplicity: 1.